# 1
ORCA calculation (ωB97M-V/def2-TZVPD) on CH3Cl2FSi in the gas phase in a non-equilibrium geometry.

CARTESIAN COORDINATES (ANGSTROEM)
C -0.92188 -0.15272 -0.35625
F -1.57934 1.03776 -0.24867
Si 0.85347 0.15696 0.37317
Cl 2.27455 0.30234 -1.00857
Cl 1.30510 -1.41660 1.46799
H -1.52537 -0.78295 0.13156
H -1.09208 -0.49497 -1.46643
H 0.68555 1.35019 1.10719

The HOMO energy is -10.98 eV. Its orbital gap is 0.42997 Ha. The multiplicity is 1. Its relative energy (zero: lowest compared OMol25 entry of this formula, charge and spin) is 3.386 eV. Its strongest force on any atom is 0.088 Eh/bohr.

Mulliken atomic charge list, values in e, 5 entries: -0.354 -0.272 0.654 -0.205 -0.202

# 2
ORCA calculation (ωB97M-V/def2-TZVPD) on 6 unconnected molecules or ions with the total composition C6H8Cl16 in a non-equilibrium geometry.

CARTESIAN COORDINATES (ANGSTROEM)
C 22.10099 10.96138 -11.57245
Cl 22.18597 11.43389 -13.36406
Cl 22.46925 12.39589 -10.51666
Cl 23.01033 9.57710 -11.13349
H 21.03032 10.83141 -11.41470
C 21.73635 11.89959 -20.96012
Cl 21.73532 10.88892 -22.39033
Cl 20.20111 12.73493 -20.61654
Cl 22.97437 13.19743 -21.13981
H 21.95240 11.26271 -20.10233
C 14.28437 5.55782 -9.40839
Cl 13.49526 4.42406 -8.23922
Cl 15.32527 6.68862 -8.55950
Cl 12.95854 6.48293 -10.21298
H 14.79943 4.95306 -10.15477
C 10.52790 2.49581 -15.93542
Cl 9.92105 3.39052 -17.23257
Cl 12.15713 3.12961 -15.50528
Cl 10.65799 0.81825 -16.27536
H 9.95023 2.69428 -15.03264
C 17.61364 7.86720 -15.17516
Cl 16.50103 9.02942 -14.52050
Cl 18.48157 6.91032 -13.98622
H 17.10200 7.09325 -15.74729
H 18.33708 8.41096 -15.78266
C 9.59455 11.95851 -13.91457
Cl 9.13913 11.14290 -15.47339
Cl 8.22128 11.91660 -12.79759
H 10.57305 11.63165 -13.56271
H 9.73410 13.01438 -14.14644

The HOMO energy is -11.06 eV. Its orbital gap is 0.41098 Ha. The multiplicity is 1. Its relative energy (zero: lowest compared OMol25 entry of this formula, charge and spin) is 1.220 eV. Its strongest force on any atom is 0.043 Eh/bohr.

Mulliken atomic charge list, values in e, 5 entries: 0.068 -0.139 -0.129 -0.079 0.278

# 3
ORCA calculation (ωB97M-V/def2-TZVPD) on 2 unconnected molecules or ions with the total composition C28H56BF13N5O3PSSi2 in a non-equilibrium geometry.

CARTESIAN COORDINATES (ANGSTROEM)
C 1.72198 4.46648 0.74875
C 0.20752 4.22502 0.89438
C -0.11745 2.92744 1.66151
C -1.38308 2.20606 1.16273
N -1.20149 0.75796 1.02372
N -1.78902 -0.23729 1.81883
S -3.64392 -0.04666 1.55958
O -4.13178 0.61435 2.70114
O -3.77139 0.42050 0.24109
F -4.11430 -1.51097 1.58441
C -1.08976 -1.65333 1.30317
N -1.07612 -1.75706 -0.14151
C -2.22579 -1.70417 -1.08546
C -2.13798 -0.49215 -2.02510
C -3.45620 -0.03096 -2.67634
P -1.46321 -3.41179 1.98708
C -3.14520 -4.08164 1.73422
C -3.50479 -4.45986 0.29552
C -1.09801 -4.01518 3.70579
C 0.20898 -3.75960 4.47549
C 0.34009 -1.30047 1.75643
C 1.39349 -2.40609 1.60318
C 2.76719 -1.92226 2.11009
C 3.90191 -2.08642 1.11779
F 4.92101 -1.26704 1.48409
F 3.52817 -1.71921 -0.11436
C 4.48343 -3.53149 1.04088
F 3.48709 -4.40939 1.31480
F 4.91580 -3.77580 -0.19561
C 5.66422 -3.81384 2.01285
F 5.40065 -3.27568 3.21898
F 6.77420 -3.27072 1.52191
C 5.92955 -5.32671 2.24024
F 4.99756 -5.85129 3.03599
F 7.11175 -5.47156 2.82881
F 5.93734 -5.99032 1.09422
C 0.15927 -0.57242 3.11233
C -1.33619 -0.15634 3.30646
B -1.25892 1.33027 4.11008
N -0.27058 1.51855 5.14851
O -2.15331 2.31867 3.86156
C -2.17803 -0.92735 4.37162
F -1.32906 -1.49201 5.23782
F -3.01825 -1.86429 3.93957
F -2.91412 -0.08315 5.10961
H 2.27928 3.88232 1.49126
H 1.98144 5.51200 0.92310
H 2.08625 4.16990 -0.23392
H -0.25987 4.20508 -0.09332
H -0.20366 5.06857 1.45683
H 0.72104 2.23050 1.54284
H -0.22457 3.17768 2.72320
H -2.27395 2.47429 1.73187
H -1.60216 2.55736 0.14722
H -1.22475 0.44092 0.06505
H -0.61082 -2.64367 -0.29754
H -2.13422 -2.60720 -1.69725
H -3.21577 -1.78827 -0.62786
H -1.46566 -0.75710 -2.84650
H -1.63097 0.34000 -1.53356
H -3.29852 1.02788 -2.88963
H -4.33906 -0.18649 -2.05460
H -3.55919 -0.56360 -3.62297
H -3.08463 -5.00562 2.32478
H -3.95521 -3.52953 2.21451
H -2.63661 -4.85864 -0.23395
H -4.26162 -5.24878 0.31396
H -3.92497 -3.62737 -0.26932
H -1.19054 -5.09076 3.51552
H -1.93824 -3.80869 4.37664
H 0.91368 -3.09304 3.99465
H 0.73254 -4.70324 4.64860
H -0.00712 -3.34813 5.46176
H 0.71072 -0.51708 1.09656
H 1.13298 -3.35093 2.06104
H 1.46902 -2.59373 0.52769
H 2.75245 -0.85038 2.33699
H 3.05200 -2.42666 3.03723
H 0.61490 0.40478 2.91403
H 0.68996 -0.90692 3.99946
H 0.55274 2.02142 4.82736
H 0.06589 0.67280 5.59648
H -2.40855 2.77678 4.67353
C -2.84034 3.64671 -5.33889
Si -0.96685 3.93079 -5.42968
C -0.65071 5.52906 -4.44363
C -0.60925 4.35393 -7.24535
N -0.20779 2.57970 -4.81920
Si 1.39246 2.20928 -4.60311
C 2.33639 3.36946 -3.42316
C 2.43274 2.13122 -6.18975
C 1.55114 0.48504 -3.80971
H -3.41829 4.50474 -5.69830
H -3.11923 2.77416 -5.93417
H -3.11158 3.46405 -4.29465
H -1.34556 6.32716 -4.72770
H 0.36231 5.90772 -4.60732
H -0.77597 5.33736 -3.37420
H -0.71125 3.45849 -7.86273
H 0.40318 4.74683 -7.37585
H -1.30314 5.10994 -7.62827
H 2.50105 4.35202 -3.87359
H 3.31800 2.96576 -3.14902
H 1.75892 3.50953 -2.50649
H 1.92002 1.52390 -6.93914
H 3.41920 1.68840 -6.01212
H 2.59438 3.12737 -6.61104
H 1.08932 -0.26685 -4.45516
H 1.03788 0.46869 -2.84148
H 2.59553 0.19832 -3.64484

The HOMO energy is -5.58 eV. Its orbital gap is 0.17370 Ha. The multiplicity is 1. Its strongest force on any atom is 0.031 Eh/bohr.

Mulliken atomic charge list, values in e, 5 entries: -1.058 -0.264 0.063 -1.251 0.456

# 4
ORCA calculation (ωB97M-V/def2-TZVPD) on a molecular structure, C32H33F6N6O11S3Ti in a non-equilibrium geometry.

CARTESIAN COORDINATES (ANGSTROEM)
Ti -0.82764 -1.33056 1.17486
C 0.50007 1.43532 3.42929
C 0.03481 0.13149 3.95677
N -0.34097 -0.91025 3.23768
C -0.75673 -1.87778 4.10045
C -0.61581 -1.44122 5.37817
N -0.10137 -0.17242 5.26109
C -0.86048 -2.05839 6.69702
O -1.35969 -3.27980 6.68316
O -0.61185 -1.44842 7.71079
C -1.25648 -3.11970 3.48349
O -1.59283 -4.08160 4.16533
O -1.24818 -3.04933 2.19565
H 0.95948 1.29282 2.45204
H 1.21951 1.89549 4.10616
H -0.35900 2.09612 3.30571
H 0.06935 0.43186 6.04959
H -1.49764 -3.62353 5.75257
F -4.65278 5.03491 -0.80359
C -3.27285 5.14665 -0.60456
F -3.17836 6.45032 -0.08526
F -2.84419 5.40460 -1.97587
S -2.99289 0.63844 2.18168
O -1.59650 0.32909 1.39676
O -2.62945 0.96234 3.55277
N -3.56472 -0.95493 2.31295
S -3.78438 -1.89006 1.12916
O -2.58046 -1.94153 0.23292
O -4.32138 -3.17326 1.45191
C -5.02934 -1.14853 -0.01437
F -6.23357 -1.19165 0.55415
F -5.08049 -1.83242 -1.16266
F -4.72290 0.11621 -0.27595
C 0.23114 4.25624 -3.60772
O 0.58090 2.94433 -3.19724
C 1.85164 2.52453 -3.37840
C 2.87502 3.28248 -3.92540
C 4.14045 2.72452 -4.08414
C 4.37935 1.41166 -3.72672
C 3.34875 0.64442 -3.19108
C 2.09728 1.19795 -2.97757
N 0.99849 0.48203 -2.45424
C 0.90483 -0.10223 -1.21486
N 2.05999 -0.27359 -0.55504
C 2.30368 -1.15145 0.51225
C 1.30813 -1.77655 1.24425
C 1.75818 -2.73429 2.17521
C 3.09232 -2.99594 2.39575
C 4.07654 -2.30852 1.68651
C 3.67458 -1.39792 0.73778
O 4.52927 -0.68708 -0.07127
C 5.91453 -0.83560 0.15802
N -0.26474 -0.46052 -0.73488
C -1.34877 0.19514 -1.42810
C -2.23541 -0.48864 -2.23849
C -3.22343 0.19872 -2.93191
C -3.31945 1.57391 -2.79041
C -2.42278 2.28468 -2.00252
C -1.41181 1.59986 -1.33867
O -0.39966 2.18554 -0.66550
C -0.34762 3.61647 -0.64660
H -0.82841 4.35988 -3.39184
H 0.40911 4.39085 -4.67760
H 0.79136 5.00398 -3.04157
H 2.69636 4.30684 -4.21858
H 4.93491 3.32774 -4.50377
H 5.35512 0.96984 -3.87724
H 3.51532 -0.39993 -2.95807
H 0.10438 0.83458 -2.77406
H 2.88999 0.09632 -0.98762
H 1.04238 -3.31221 2.73891
H 3.38077 -3.74171 3.12573
H 5.12304 -2.50740 1.86652
H 6.41200 -0.16742 -0.54043
H 6.23929 -1.86308 -0.02691
H 6.17695 -0.55373 1.18080
H -2.15513 -1.56632 -2.30255
H -3.92886 -0.34357 -3.54763
H -4.11328 2.11695 -3.28771
H -2.54376 3.35224 -1.87077
H 0.42648 3.86419 0.07754
H -1.31028 4.06048 -0.36609
H -0.05406 3.99502 -1.63019
C -1.73023 -4.39393 -1.15131
S -0.21945 -3.78020 -0.39395
C 0.71885 -3.37649 -1.87274
H -2.12940 -3.67069 -1.86098
H -2.45260 -4.52862 -0.34875
H -1.54643 -5.34534 -1.64984
H 0.87828 -4.26937 -2.47691
H 1.68608 -2.99434 -1.54631
H 0.20955 -2.61500 -2.46497

The HOMO energy is -4.11 eV. Its orbital gap is 0.21136 Ha. As for the total charge: -1. The multiplicity is 1. Its relative energy (zero: lowest compared OMol25 entry of this formula, charge and spin) is 1.768 eV. Its strongest force on any atom is 0.023 Eh/bohr.

Mulliken atomic charge list, values in e, 5 entries: -1.119 -1.321 -0.210 1.556 -0.807

# 5
ORCA calculation (ωB97M-V/def2-TZVPD) on 2 unconnected molecules or ions with the total composition C24H21F2N2 in a non-equilibrium geometry.

CARTESIAN COORDINATES (ANGSTROEM)
F -4.86115 5.55609 2.00084
C -4.85413 4.18537 1.90037
C -6.07333 3.51253 2.02818
C -6.05454 2.11215 1.91591
C -4.86989 1.43973 1.65707
C -3.63466 2.13436 1.50043
C -2.44244 1.40480 1.21714
C -1.17746 1.96907 1.18447
C 0.00270 1.28973 0.86813
C 1.25981 1.96058 0.88613
C 1.40671 3.15157 1.66449
C 2.61850 3.82595 1.62012
F 2.75886 4.94772 2.40896
C 3.71024 3.40363 0.85893
C 3.57164 2.22632 0.10329
C 2.38002 1.51369 0.14607
C -3.64967 3.55178 1.64864
H -6.98867 4.06206 2.19752
H -6.98492 1.55538 2.01224
H -4.85359 0.35469 1.55776
H -2.55798 0.33696 1.01447
H -1.11324 3.03985 1.40428
H -0.03092 0.21450 0.68511
H 0.59736 3.52216 2.29390
H 4.63276 3.96884 0.86419
H 4.39655 1.86169 -0.51419
H 2.26963 0.59040 -0.41313
H -2.72731 4.13004 1.53809
C 3.08645 -4.94307 -0.06644
C 2.24523 -4.02145 -0.90454
C 1.83935 -2.79805 -0.36107
C 1.03901 -1.93995 -1.11964
C 0.67354 -2.28472 -2.43811
C 1.07362 -3.48924 -2.99056
C 1.85842 -4.36674 -2.22098
C 2.26971 -5.67447 -2.82981
N -0.06226 -1.17799 -2.90068
C -0.11643 -0.25206 -1.90673
N 0.52566 -0.68996 -0.82974
H 3.36628 -5.85653 -0.60521
H 4.02329 -4.46913 0.27078
H 2.56928 -5.26067 0.85458
H 2.12583 -2.46643 0.63758
H 0.76972 -3.74458 -4.00646
H 1.87790 -5.71509 -3.84629
H 3.35715 -5.78499 -2.88445
H 1.87043 -6.53627 -2.28489
H -0.48931 -1.04532 -3.81288
H -0.63373 0.69512 -2.00390

The HOMO energy is -10.89 eV. Its orbital gap is 0.19395 Ha. As for the total charge: +1. The multiplicity is 1. Its relative energy (zero: lowest compared OMol25 entry of this formula, charge and spin) is 0.168 eV. Its strongest force on any atom is 0.042 Eh/bohr.

Mulliken atomic charge list, values in e, 5 entries: -0.294 0.273 -0.526 -0.466 -0.631

# 6
ORCA calculation (ωB97M-V/def2-TZVPD) on a gas-phase ion, C4H7N2O2 (charge +1) in a non-equilibrium geometry.

CARTESIAN COORDINATES (ANGSTROEM)
C 2.52092 0.06673 0.36999
C -1.63908 -0.46233 0.63992
C 1.35783 0.86634 -0.35008
C -0.40654 -0.86288 0.34618
N -2.35502 0.43250 -0.03276
N 0.35589 -0.19696 -0.82061
O 2.64644 -1.09125 0.16155
O 1.23258 1.98266 -0.53577
H 2.97568 0.71686 1.09733
H -2.12546 -0.81158 1.56916
H 0.32930 -1.49814 0.98270
H -3.37479 0.69658 0.26178
H 0.74206 -1.00020 -1.19749
H -0.27394 0.26237 -1.58936
H -1.98587 0.89929 -0.90252

The HOMO energy is -13.36 eV. Its orbital gap is 0.29975 Ha. As for the total charge: +1. The multiplicity is 1. Its relative energy (zero: lowest compared OMol25 entry of this formula, charge and spin) is 2.442 eV. Its strongest force on any atom is 0.098 Eh/bohr.

Mulliken atomic charge list, values in e, 5 entries: 0.140 0.151 0.354 -0.585 -0.385